(1)
Formula: C8H12O2P
Source: the OMol25 dataset
Level of theory: ωB97M-V/def2-TZVPD

Computed properties:
* DFT total energy: -803.68248 a.u.
* total charge: -1
* HOMO (spin up / spin down): -3.59 / -3.59 eV
* orbital gap (spin up / spin down): 0.2604 / 0.2602 Eh

Positions of all 23 atoms, in Å:
C: -1.262 0.656 0.893
C: -2.456 0.527 0.747
C: 1.143 2.218 -0.447
C: 1.058 1.204 0.325
C: -3.907 0.303 0.645
C: 2.512 2.653 -1.031
C: -0.524 -2.429 -0.367
C: 1.016 -2.400 -0.020
O: 2.057 -0.747 2.061
O: 1.714 -1.309 -0.476
P: 2.224 -0.138 0.714
H: 0.352 2.876 -0.523
H: -4.100 -0.731 0.453
H: -4.067 0.805 -0.379
H: -4.397 0.757 1.470
H: 2.350 2.869 -2.043
H: 2.819 3.747 -0.620
H: 3.369 2.091 -0.648
H: -0.964 -1.640 0.127
H: -0.523 -2.261 -1.459
H: -0.873 -3.483 -0.073
H: 1.591 -3.173 -0.441
H: 0.869 -2.395 1.094

---

(2)
Formula: C4H7NO
Source: the OMol25 dataset
Level of theory: ωB97M-V/def2-TZVPD

Computed properties:
* structure (SMILES): C=CC#N.CO
* DFT total energy: -286.55348 a.u.
* total charge: 0
* HOMO: -10.44 eV
* orbital gap: 0.3991 Eh

Positions of all 13 atoms, in Å:
C: 1.941 0.341 0.769
O: 1.414 -0.698 -0.033
C: -1.050 0.335 -1.467
C: -1.965 -0.173 -0.642
C: -1.664 -0.454 0.736
N: -1.430 -0.688 1.849
H: 2.529 0.984 0.108
H: 1.147 0.944 1.232
H: 2.602 -0.042 1.557
H: -0.034 0.521 -1.135
H: -1.286 0.520 -2.509
H: 0.769 -1.177 0.505
H: -2.971 -0.415 -0.971

---

(3)
Formula: C11H25BCaCl9F12N2NaO4PS2
Source: the OMol25 dataset
Level of theory: ωB97M-V/def2-TZVPD

Computed properties:
* DFT total energy: -8186.96873 a.u.
* total charge: +1
* HOMO: -8.26 eV
* orbital gap: 0.0634 Eh

Positions of all 69 atoms, in Å:
N: 0.171 2.182 -5.244
C: -0.171 1.655 -3.889
S: 1.334 1.195 -2.991
S: 0.264 0.488 -1.039
O: 1.231 0.242 -0.035
O: -0.430 -0.658 -1.471
F: -0.751 1.541 -0.516
H: 0.621 3.083 -5.114
H: 0.917 1.568 -5.563
H: -0.704 2.425 -3.344
H: -0.836 0.810 -4.041
H: 1.818 0.121 -3.651
F: 2.603 2.484 0.853
P: 4.148 2.256 1.244
F: 5.087 1.072 0.691
F: 3.867 3.250 2.526
F: 3.640 1.046 2.181
F: 5.684 3.089 1.502
F: 4.319 2.932 -0.334
C: 0.861 0.097 5.248
O: 0.303 0.129 6.318
N: 0.270 -0.249 4.069
C: 1.005 -0.262 2.842
C: -1.105 -0.577 4.043
H: 1.932 0.342 5.136
H: 0.530 0.439 2.150
H: 0.979 -1.264 2.411
H: 2.032 0.029 3.005
H: -1.679 0.342 4.398
H: -1.313 -1.417 4.718
H: -1.418 -0.815 3.033
B: -4.018 -0.369 -1.513
F: -3.556 -1.578 -2.059
F: -3.898 -0.372 -0.129
F: -3.216 0.671 -2.060
F: -5.355 -0.163 -1.899
Na: -1.943 1.716 -6.332
Ca: 5.609 4.799 0.619
C: -5.662 -2.261 -4.387
Cl: -3.966 -2.596 -4.768
Cl: -6.339 -3.472 -3.301
H: -5.714 -1.293 -3.899
H: -6.232 -2.270 -5.308
C: 4.258 -3.802 4.511
C: 3.719 -4.861 5.461
O: 3.451 -4.377 6.761
C: 2.469 -3.359 6.846
C: 1.095 -3.786 6.363
H: 5.106 -3.283 4.961
H: 4.581 -4.263 3.577
H: 3.502 -3.053 4.268
H: 4.465 -5.644 5.590
H: 2.829 -5.339 5.037
H: 2.802 -2.460 6.312
H: 2.416 -3.093 7.901
H: 1.082 -3.955 5.284
H: 0.361 -3.011 6.585
H: 0.784 -4.715 6.842
F: -1.435 1.786 3.581
C: -0.004 6.282 -6.451
Cl: -0.876 7.663 -7.072
Cl: 1.613 6.219 -7.144
Cl: 0.101 6.372 -4.688
Cl: -0.873 4.785 -6.887
C: -6.562 1.145 -8.409
Cl: -4.984 1.663 -9.043
Cl: -6.733 -0.596 -8.532
Cl: -6.757 1.686 -6.745
H: -7.328 1.611 -9.014

---

(4)
Formula: C25H20BrN6O7PtS2
Source: the OMol25 dataset
Level of theory: ωB97M-V/def2-TZVPD

Computed properties:
* DFT total energy: -5309.36277 a.u.
* total charge: -1
* HOMO (spin up / spin down): -5.74 / -5.72 eV
* orbital gap (spin up / spin down): 0.1612 / 0.1620 Eh

Positions of all 62 atoms, in Å:
Pt: -0.231 0.202 -0.759
O: 3.161 2.087 0.893
S: 1.794 2.501 0.662
O: 1.485 3.864 0.968
O: 1.222 2.006 -0.604
C: 0.905 1.532 1.955
C: 1.798 1.329 3.080
C: 1.942 0.076 3.714
C: 1.049 -0.893 3.480
C: -1.195 0.598 3.123
C: -0.618 1.458 2.007
S: -1.856 2.274 0.926
O: -1.814 3.675 1.169
O: -3.063 1.571 1.249
O: -1.352 1.922 -0.448
H: 2.476 2.146 3.291
H: 2.741 -0.074 4.430
H: 1.050 -1.828 4.022
H: -2.172 0.260 2.816
Br: 6.381 2.089 -2.875
C: 5.389 0.950 -1.727
C: 6.003 0.340 -0.650
C: 5.228 -0.480 0.151
C: 3.888 -0.640 -0.163
N: 3.304 -0.046 -1.195
C: 4.041 0.739 -1.967
H: 7.051 0.508 -0.445
H: 5.655 -0.977 1.013
H: 3.249 -1.277 0.443
H: 3.542 1.233 -2.793
N: 0.210 0.307 1.472
C: -0.083 -0.459 2.645
C: -1.251 1.082 4.455
C: -2.132 0.463 5.357
N: -2.840 -0.064 6.109
C: -0.432 2.120 4.945
N: 0.234 2.966 5.381
O: 1.376 -3.733 -0.953
C: 1.034 -2.602 -1.044
N: 0.734 -1.464 -1.189
C: -0.765 -0.527 -4.072
N: -2.181 -0.222 -4.123
C: -2.941 -1.318 -4.685
C: -2.720 0.296 -2.869
C: -2.855 -0.701 -1.724
C: -4.030 -1.445 -1.617
C: -4.228 -2.363 -0.601
C: -3.236 -2.555 0.349
C: -2.064 -1.824 0.269
C: -1.877 -0.899 -0.751
H: -0.365 -0.578 -5.087
H: -0.536 -1.472 -3.562
H: -0.232 0.274 -3.548
H: -2.552 -1.551 -5.678
H: -3.989 -1.029 -4.790
H: -2.896 -2.237 -4.081
H: -3.711 0.705 -3.079
H: -2.095 1.136 -2.562
H: -4.814 -1.278 -2.347
H: -5.154 -2.921 -0.547
H: -3.372 -3.267 1.152
H: -1.287 -1.982 1.010

---

(5)
Formula: C37H45BaN9O2S2Si
Source: the OMol25 dataset
Level of theory: ωB97M-V/def2-TZVPD

Computed properties:
* DFT total energy: -3191.77899 a.u.
* total charge: 0
* HOMO: -6.70 eV
* orbital gap: 0.2554 Eh

Positions of all 97 atoms, in Å:
Ba: -0.062 0.161 -0.270
C: -3.731 0.135 1.606
C: -3.617 -0.822 2.790
C: -2.619 -1.939 2.672
C: -2.672 -2.974 3.608
C: -1.801 -4.037 3.487
C: -0.893 -4.028 2.438
C: -0.894 -2.944 1.576
N: -1.739 -1.928 1.685
N: -2.650 1.101 1.373
C: -2.191 1.779 2.581
C: -1.240 0.934 3.384
C: -1.420 0.711 4.750
C: -0.524 -0.104 5.419
C: 0.541 -0.643 4.714
C: 0.666 -0.322 3.371
N: -0.209 0.428 2.725
C: -3.198 2.076 0.438
C: -2.249 2.972 -0.306
C: -2.691 4.248 -0.653
C: -1.956 5.006 -1.546
C: -0.799 4.455 -2.075
C: -0.413 3.198 -1.638
N: -1.110 2.475 -0.775
H: -3.823 -0.463 0.696
H: -4.676 0.687 1.752
H: -3.430 -0.287 3.725
H: -4.602 -1.287 2.896
H: -3.394 -2.946 4.411
H: -1.835 -4.857 4.189
H: -0.195 -4.841 2.311
H: -0.205 -2.877 0.749
H: -1.631 2.659 2.253
H: -3.034 2.115 3.208
H: -2.242 1.165 5.285
H: -0.656 -0.315 6.470
H: 1.260 -1.281 5.199
H: 1.502 -0.669 2.782
H: -3.698 1.510 -0.358
H: -3.958 2.700 0.941
H: -3.617 4.625 -0.244
H: -2.296 5.988 -1.840
H: -0.202 4.996 -2.793
H: 0.501 2.754 -1.997
C: 2.485 -3.156 1.069
C: 3.037 -2.012 0.262
C: 4.287 -2.126 -0.313
C: 4.796 -1.021 -0.996
C: 4.085 0.144 -1.003
C: 2.822 0.211 -0.361
N: 2.295 -0.905 0.189
N: 2.111 1.329 -0.251
Si: 2.862 2.863 -0.119
C: 3.620 3.678 -1.690
C: 4.290 2.777 1.149
C: 1.597 4.088 0.604
H: 3.300 -3.657 1.589
H: 1.996 -3.889 0.426
H: 1.767 -2.782 1.796
H: 4.864 -3.036 -0.236
H: 5.757 -1.081 -1.488
H: 4.451 1.026 -1.498
H: 4.661 3.394 -1.829
H: 3.597 4.763 -1.613
H: 3.086 3.398 -2.595
H: 4.967 1.971 0.885
H: 3.907 2.571 2.144
H: 4.864 3.699 1.197
H: 1.143 4.700 -0.164
H: 2.104 4.752 1.294
H: 0.803 3.587 1.147
S: -3.100 0.921 -2.755
C: -1.629 0.701 -3.491
N: -0.561 0.146 -2.971
C: 0.459 0.033 -3.868
C: 1.680 -0.593 -3.639
C: 2.607 -0.648 -4.662
C: 2.346 -0.084 -5.905
C: 1.137 0.539 -6.161
C: 0.203 0.581 -5.143
S: -1.412 1.233 -5.184
H: 1.871 -1.050 -2.680
H: 3.547 -1.152 -4.492
H: 3.083 -0.153 -6.691
H: 0.921 0.973 -7.124
C: -0.505 -5.524 -1.186
O: -1.820 -4.985 -1.159
C: -1.917 -3.642 -1.337
O: -0.967 -2.904 -1.490
N: -3.201 -3.250 -1.321
N: -3.570 -1.892 -1.315
H: -0.575 -6.519 -1.619
H: -0.103 -5.592 -0.173
H: 0.145 -4.893 -1.795
H: -3.924 -3.900 -1.054
H: -3.839 -1.600 -2.260
H: -2.727 -1.348 -1.108

---

(6)
Formula: C5H10N
Source: the OMol25 dataset
Level of theory: ωB97M-V/def2-TZVPD

Computed properties:
* structure (SMILES): C=CC[N+](=C)C
* DFT total energy: -250.91786 a.u.
* total charge: +1
* HOMO: -14.46 eV
* orbital gap: 0.3497 Eh

Positions of all 16 atoms, in Å:
C: 1.925 -0.080 -0.803
C: 1.774 0.175 0.496
C: 0.300 0.703 0.826
C: -1.071 -1.260 0.083
C: -1.514 1.097 -0.602
N: -0.906 0.204 0.060
H: 2.919 -0.393 -1.149
H: 2.619 0.009 1.087
H: -0.037 0.492 1.819
H: 0.270 1.745 0.752
H: -0.039 -1.516 -0.237
H: -1.444 -1.627 1.165
H: -1.881 -1.455 -0.675
H: -1.344 2.072 -0.345
H: 1.194 -0.085 -1.620
H: -2.418 0.769 -1.170